Here is C6H13NO2S in the gas phase at a distorted geometry from the OMol25 dataset. Energies are from ωB97M-V/def2-TZVPD.

Atoms and positions in Å:
C -0.1892 0.7541 1.6895
H 1.2796 0.3152 -2.2879
O 2.1769 1.7806 0.5555
H 1.6568 -2.3741 -0.4297
C -2.2470 0.9410 0.1312
H -2.5246 0.9477 -1.0445
H 2.8175 -0.4148 -1.9090
H -0.2143 2.0905 -0.0694
C -0.7671 1.2397 0.3908
H -3.0075 1.4809 0.7507
H 1.5632 -2.4897 1.2437
H 0.5188 1.4292 2.2670
H -0.4681 -1.6032 -0.5799
H -2.2857 -0.0689 0.4199
O 2.9674 -0.5989 0.5377
C -0.0288 -1.5435 0.3244
C 2.1826 0.4097 -1.7644
H -0.9617 0.2808 2.2767
H -0.7277 -1.9974 1.0725
S 1.9949 0.4101 0.1234
N 1.0452 -2.5594 0.3533
C 0.3698 -0.1421 0.6054
H 2.7233 1.4715 -1.8901

E_HOMO in Eh: -0.3391
Structure (SMILES): C[C@H]1C[C@]1(CN)S(C)(=O)=O


Here is a gas-phase ion, C6H13NO3 (charge -2) at a distorted geometry from the OMol25 dataset. Energies are from ωB97M-V/def2-TZVPD.

Atoms and positions in Å:
H -1.6050 1.5906 1.1157
H 1.4067 -0.6557 -2.3440
H 1.2494 -3.0294 1.0304
O 0.9315 0.2775 -0.7036
O -2.3987 -0.6050 0.6155
C 0.6095 0.0130 -2.0190
H 0.4595 -0.6473 2.0669
H 1.1245 2.0425 -0.1277
H -0.3483 -0.5442 -2.0327
C 0.8028 -2.1836 0.4391
C -0.5304 1.3800 0.9092
C -0.1933 0.0861 0.2026
H -0.9224 -1.4133 1.4237
C 0.1713 2.5571 0.2484
H 0.7064 0.8772 -2.5904
O -1.3681 -1.6349 -1.1183
H -0.1789 1.2943 1.9760
H 1.6474 -1.6968 -0.1596
C 0.0844 -1.0383 1.1524
H 0.4920 3.3416 0.9864
H -0.4562 2.9080 -0.5230
H -0.0972 -2.5275 -0.1041
N -1.5869 -0.3919 -0.4441

E_HOMO in Eh: 0.1200
Total charge: -2
Structure (SMILES): CCC(CC)(OC)N([O-])[O-]


Here is a gas-phase ion, C6H13NO3P (charge +1) at a distorted geometry from the OMol25 dataset. Energies are from ωB97M-V/def2-TZVPD.

Atoms and positions in Å:
H -2.7238 -0.5863 -3.1210
C -1.1741 2.8510 1.3047
P 0.3890 1.3198 -0.1867
H -2.1829 1.0755 -2.4285
C -1.8667 0.1517 -2.9595
O 1.1844 2.4624 -0.2513
C 1.0411 -0.3222 -0.3346
C 2.2961 -1.3436 1.2922
H 2.8660 -2.2654 1.5102
C -0.1293 0.0507 -1.4024
H -0.2022 -1.2872 1.5311
H -0.6958 -2.4655 0.1706
O -0.8317 1.4956 0.8465
H -0.7643 2.8937 2.3229
O -0.9102 -0.5845 -2.1997
H 2.8438 -0.4757 0.8799
N 1.2562 -1.6092 0.2896
H -2.2804 2.8014 1.2864
H -1.4266 0.6971 -3.8107
C 0.0532 -2.1161 0.9539
H 1.7989 -0.9602 2.2739
H -0.5897 3.5888 0.7297
H 1.6989 -2.3915 -0.1993
H 0.3501 -2.9805 1.5022

E_HOMO in Eh: -0.4926
Total charge: +1
Structure (SMILES): COC1=C([NH+](C)C)[P@]1(=O)OC


Here is C6H13NO3S in the gas phase from the OMol25 dataset. Energies are from ωB97M-V/def2-TZVPD.

Atoms and positions in Å:
H 0.9739 0.9195 -3.2903
C -0.0825 -0.6536 1.7363
H -0.5170 -0.0120 -3.0656
H 0.4286 -2.6962 1.2293
C -0.2778 1.6420 -1.7241
H 1.6884 -1.5087 0.8221
N -1.5261 -0.5652 1.5892
O 1.6139 0.9938 1.2081
C 0.6159 -1.6925 0.8471
C 0.4795 0.7625 1.5218
H -1.7385 -0.4827 0.5931
H 1.6776 -0.0253 -0.9550
H -1.6928 1.9206 -0.4223
O -1.3626 1.1807 -0.9428
H -0.6229 2.4298 -2.4092
H -1.9813 -1.4046 1.9285
O -0.4228 1.7067 1.7577
S -0.0174 -1.7153 -0.8645
H -1.2764 1.2391 1.9252
H 1.7245 -1.1136 -2.3626
C 0.2991 0.4928 -2.5451
C 1.0776 -0.5196 -1.7155
H 0.5048 2.0635 -1.0787
H 0.1475 -0.9006 2.7839

E_HOMO in Eh: -0.3144
Structure (SMILES): N[C@@H](CSCCCO)C(=O)O


Here is C6H13NO3Si in the gas phase at a distorted geometry from the OMol25 dataset. Energies are from ωB97M-V/def2-TZVPD.

Atoms and positions in Å:
C -1.2949 -0.8348 -1.3392
C -1.6699 -2.0446 1.2878
C 0.9808 0.1913 -0.4331
O 1.5161 0.8009 0.6701
C -1.8320 1.7064 -0.2149
H 2.8894 2.0009 1.3327
O -1.3556 0.6241 0.5613
H 1.8132 -1.9951 0.5992
H -1.4764 -2.9809 1.9288
C 2.1553 2.0690 0.5677
H -2.8358 1.6352 -0.5803
H -2.3042 -2.5389 0.4852
H 0.8705 0.7811 -1.3429
O -0.4314 -1.4326 0.6554
H 3.3238 -1.1633 -0.8233
H -2.1154 -1.2362 1.7941
Si 1.8829 -1.4060 -0.7321
H 1.4631 2.9310 0.7444
H -1.6733 2.5629 0.4373
C -0.6305 -0.3091 -0.0930
H 1.0809 -2.0818 -1.6620
H -1.2857 1.8372 -1.1326
H 2.6099 2.1326 -0.3649
N -1.6810 -1.2493 -2.3457

E_HOMO in Eh: -0.3378
Structure (SMILES): CO[C@@H]([SiH3])C(C#N)(OC)OC


Here is C6H13NOSe in the gas phase at a distorted geometry from the OMol25 dataset. Energies are from ωB97M-V/def2-TZVPD.

Atoms and positions in Å:
O 0.7705 1.2490 0.7319
C 0.0987 0.7277 -0.2746
H -2.8833 0.4187 0.9996
C 0.8226 -1.7426 1.8481
H -1.5331 0.0748 2.1172
Se 1.2139 -0.1069 2.4252
H -2.2553 0.2554 -1.7181
H 1.6096 -2.2706 1.2008
C 2.0573 0.7711 -1.7952
N 0.7311 0.3876 -1.5032
H -2.8047 -0.9326 -0.7269
C -1.1598 0.2770 -0.0109
H 2.5676 0.5784 -0.8552
H 0.2309 -2.4349 2.4325
H -1.3440 -1.3938 -1.5696
H -1.7067 1.6883 1.5488
H 0.1317 0.2519 -2.2221
H 2.5254 0.2432 -2.5802
C -1.9133 -0.5353 -1.1137
H 2.2267 1.8220 -2.0896
C -1.8609 0.6343 1.2560
H 2.4752 0.0372 1.8995

E_HOMO (spin up / spin down) in Eh: -0.2476 / -0.2424